[1]
Below is 2 unconnected molecules or ions with the total composition C13H21F4IO7P2, with properties calculated with ωB97M-V/def2-TZVPD.

Computed properties:
orbital gap	7.87	eV
structure (SMILES)	O=C(O)CCP(CC(=O)I)(C[C@@H]1CO1)(P(O)O)C(F)(F)C(F)F.CC(C)=O
E_HOMO	-7.629	eV
LUMO	0.2366	eV
net charge	0

Structure (XYZ):
```
48
Properties=species:S:1:pos:R:3:forces:R:3
O 2.535297 -5.051794 1.051170 0.1 0.0 -0.2
C 2.060183 -4.106527 1.599867 0.0 0.1 0.2
O 2.803725 -3.254432 2.378576 -0.3 0.4 -0.2
C 0.575292 -3.792783 1.578016 0.0 -0.1 0.2
C 0.186619 -2.323022 1.828008 0.4 -0.1 -0.1
P -0.488317 -1.284496 0.445351 -0.6 0.0 0.3
C -1.597023 -1.936716 -0.933703 0.2 0.0 -0.5
C -2.015197 -3.364071 -0.725779 0.0 -0.1 0.1
O -2.404765 -3.845955 0.281804 0.0 0.0 0.1
I -1.895129 -4.576012 -2.514306 0.0 0.0 0.0
C -0.093001 0.523807 0.528212 0.3 0.1 0.4
C 1.100077 0.870384 1.414658 -1.0 0.1 0.1
C 1.544153 2.264206 1.361896 3.1 -1.3 -1.2
O 2.332590 1.014856 0.832640 -0.2 0.4 0.4
P -2.482131 -0.965279 1.695934 0.0 0.0 0.1
O -3.100964 0.263808 0.751850 0.0 -0.1 -0.2
O -1.913147 -0.051670 2.967879 0.0 -0.2 0.1
C 1.069729 -1.674823 -0.721436 0.1 0.0 0.1
F 2.232383 -1.638338 0.000200 -0.1 -0.1 -0.1
F 0.942146 -2.967739 -1.167316 0.0 0.1 0.0
C 1.235223 -0.765357 -1.976865 0.1 -0.2 -0.1
F 1.428962 -1.530144 -3.087657 0.0 0.2 0.1
F 2.298315 0.051717 -1.833216 -0.2 -0.1 -0.1
H 3.516283 -2.878032 1.845738 0.3 -0.3 0.1
H 0.208395 -4.217093 0.651013 -0.1 0.0 0.0
H 0.136328 -4.400539 2.374573 0.0 0.0 0.0
H -0.518905 -2.279030 2.656487 -0.1 0.0 -0.1
H 1.090534 -1.810126 2.164283 0.0 0.0 0.0
H -2.498873 -1.319932 -0.962410 0.0 0.0 0.1
H -1.120184 -1.867539 -1.908189 0.0 0.1 0.0
H 0.091149 0.990112 -0.438773 -0.1 -0.2 -0.1
H -0.946142 1.033762 0.970454 -0.1 0.0 -0.2
H 1.102293 0.410150 2.405878 0.0 0.0 0.0
H 2.244882 2.612294 2.109631 -0.8 0.5 0.5
H 1.473459 2.825442 0.442460 -1.0 0.4 0.5
H -4.059343 0.178857 0.719667 0.0 0.1 0.0
H -0.957607 -0.061266 3.080066 0.0 0.1 0.0
H 0.344818 -0.157126 -2.157773 0.1 0.0 0.0
C -1.881024 4.986566 -1.591409 0.0 -0.1 0.1
C -0.461406 4.483644 -1.542071 0.0 0.0 0.0
C 0.496784 5.040753 -2.563459 0.1 -0.1 0.0
O -0.108037 3.669424 -0.718121 -0.1 0.0 -0.2
H -2.468463 4.511878 -0.809728 0.0 0.0 0.0
H -1.898438 6.069566 -1.457964 0.0 0.0 0.0
H -2.320492 4.766757 -2.566028 0.0 0.0 0.0
H 0.560142 6.125590 -2.462728 0.0 0.0 0.0
H 0.136525 4.823345 -3.570508 0.0 0.0 0.0
H 1.482300 4.602921 -2.426873 0.0 0.0 0.0
```
Positions in Å, forces in eV/Å.

Results of the Löwdin charge analysis, in e, for atoms 1 through 2: O 0.14; C -0.52


[2]
Below is a molecular structure, C13H21InN7O2S2, with properties calculated with ωB97M-V/def2-TZVPD.

Computed properties:
orbital gap	6.65	eV
energy above the lowest of the compared OMol25 structures with the same formula, charge and spin	14.02	kJ/mol
E_HOMO	-3.927	eV
LUMO	2.7251	eV
net charge	-1

Structure (XYZ):
```
46
Properties=species:S:1:pos:R:3:forces:R:3
In 0.263604 -1.880196 -1.920716 0.2 0.1 0.3
C -4.581416 -3.723255 1.909401 0.0 0.0 0.0
C -4.686667 -2.931114 0.662860 0.0 -0.1 0.0
N -5.632714 -2.098997 0.351529 0.0 0.0 -0.1
N -5.265756 -1.641385 -0.888797 0.0 0.1 0.0
C -4.105087 -2.151420 -1.342245 0.0 0.2 0.2
S -3.263332 -1.846729 -2.750272 -0.1 0.0 -0.1
N -3.749624 -2.994444 -0.331513 0.1 0.0 0.0
N -2.667520 -3.871871 -0.353584 0.2 -0.1 0.0
H -5.531035 -3.691853 2.437242 0.0 0.0 0.0
H -3.795965 -3.323895 2.552894 0.0 0.0 0.0
H -4.314650 -4.751341 1.666525 0.0 0.0 0.0
H -5.810103 -0.944496 -1.362633 0.0 0.0 0.0
H -2.433676 -3.977683 -1.341861 -0.1 -0.1 0.0
H -1.853692 -3.385262 0.052638 0.0 0.1 0.1
N 2.198534 -1.552823 0.044664 0.0 0.1 -0.1
N 1.644538 -1.953509 1.266429 0.0 -0.1 0.0
C 0.252475 -2.160836 1.391182 0.0 0.1 0.1
O -0.178597 -2.222869 2.541510 -0.1 0.0 0.0
O -0.413659 -2.310065 0.307174 0.2 0.1 -0.2
H 3.016383 -2.112112 -0.168661 -0.1 0.0 0.0
H 2.468615 -0.572004 0.056698 -0.1 0.0 -0.1
H 2.077735 -1.600699 2.105983 -0.1 0.0 0.0
S 0.192270 0.871691 -1.908068 -0.1 -0.1 0.1
C 0.559189 3.948738 2.036605 0.0 0.0 0.0
N 1.339706 3.643965 0.853256 0.0 0.0 0.0
C 0.726051 4.249973 -0.320133 0.0 0.0 0.1
C 1.463421 2.189518 0.703276 0.0 0.1 0.0
C 2.374521 1.799714 -0.433393 0.0 -0.1 -0.1
C 3.739621 2.039875 -0.282425 0.0 0.0 0.0
C 4.662763 1.662819 -1.243751 0.0 0.0 0.0
C 4.206748 1.023608 -2.390916 0.0 0.0 0.0
C 2.852631 0.795234 -2.568179 0.0 0.0 0.0
C 1.896628 1.184354 -1.611455 0.1 -0.1 0.1
H 0.538878 5.028685 2.197613 0.0 0.0 0.0
H 1.011041 3.478843 2.911570 0.0 0.0 0.0
H -0.481647 3.592803 1.957508 0.0 0.0 0.0
H 0.721829 5.335929 -0.202060 0.0 0.0 0.0
H -0.307354 3.904676 -0.474607 0.0 0.0 0.0
H 1.297571 3.996794 -1.212436 0.0 0.0 0.0
H 0.484251 1.713123 0.565777 0.0 0.0 0.0
H 1.891412 1.814552 1.637714 0.0 0.0 0.0
H 4.070139 2.545312 0.619488 0.0 0.0 0.0
H 5.717978 1.861062 -1.100829 0.0 0.0 0.0
H 4.910180 0.702604 -3.150794 0.0 0.0 0.0
H 2.493784 0.314988 -3.470211 0.0 0.0 0.0
```
Positions in Å, forces in eV/Å.

Results of the Löwdin charge analysis, in e, for atoms 1 through 2: In 0.52; C -0.01


[3]
Below is 2 unconnected molecules or ions with the total composition C13H21N2O, with properties calculated with ωB97M-V/def2-TZVPD.

Computed properties:
orbital gap	8.08	eV
energy above the lowest of the compared OMol25 structures with the same formula, charge and spin	114.56	kJ/mol
E_HOMO	-12.191	eV
LUMO	-4.1074	eV
net charge	+1

Structure (XYZ):
```
37
Properties=species:S:1:pos:R:3:forces:R:3
C -1.297931 -0.955542 1.274184 -0.2 -0.4 0.2
N -1.508613 -1.027850 -0.170928 -0.4 0.2 0.2
C -2.862407 -0.506479 -0.519549 0.4 -0.3 0.4
C -3.310823 -0.987170 -1.888766 0.0 -0.6 -0.9
O -2.215688 -1.483143 -2.665046 0.1 0.0 0.5
C -1.661852 -2.655739 -2.069530 -0.3 -0.1 -0.6
C -1.302625 -2.429039 -0.607407 0.0 0.3 0.6
H -0.235544 -1.088227 1.508978 -0.2 0.1 0.0
H -1.662815 0.001693 1.665235 0.2 -0.2 -0.1
H -1.848298 -1.781431 1.761215 0.1 0.4 0.1
H -3.600273 -0.841631 0.226256 0.2 0.2 0.0
H -2.835601 0.589222 -0.502802 0.1 -0.1 0.2
H -4.066167 -1.789655 -1.765104 0.2 0.3 -0.2
H -3.725729 -0.163524 -2.487191 -0.1 -0.4 0.3
H -2.410993 -3.479755 -2.117866 0.5 0.4 -0.2
H -0.762254 -2.929716 -2.649159 -0.6 0.2 0.1
H -0.247399 -2.676767 -0.420677 -0.3 0.0 0.1
H -1.929866 -3.088607 0.019213 0.3 0.2 0.0
C 0.119636 2.883723 0.095268 -0.4 0.3 0.3
N 0.731722 1.555921 -0.112579 -2.2 -1.0 -1.4
C 1.999566 1.322860 0.448417 1.6 -0.3 0.8
C 2.561094 0.029411 0.491112 0.0 0.5 0.4
C 3.666249 -0.193252 1.320839 0.0 0.1 -0.4
C 4.306647 0.869489 1.966130 -0.2 0.2 0.0
C 3.844098 2.177029 1.778231 0.1 -0.6 -0.1
C 2.677212 2.393871 1.056430 -0.1 -0.1 0.0
C 0.029906 0.644739 -0.786599 1.1 1.6 -0.6
H 0.849871 3.678246 -0.086680 -0.2 -0.4 -0.1
H -0.698939 3.035409 -0.616532 0.2 -0.3 0.3
H -0.242457 2.967237 1.132602 0.1 0.0 -0.4
H 2.130535 -0.788038 -0.090691 0.1 0.2 0.5
H 4.037147 -1.213308 1.445546 -0.1 0.4 -0.1
H 5.154634 0.686359 2.628045 -0.2 0.0 -0.3
H 4.376497 3.030193 2.197678 -0.2 -0.3 0.0
H 2.312514 3.417226 0.996541 0.1 -0.4 0.0
H 0.544035 -0.181767 -1.258741 -0.1 0.0 0.4
H -0.915091 0.978013 -1.196071 0.3 0.0 0.0
```
Positions in Å, forces in eV/Å.

Results of the Löwdin charge analysis, in e, for atoms 1 through 2: C -0.08; N -0.25


[4]
Below is a gas-phase ion, C13H21N2OS (charge +1), with properties calculated with ωB97M-V/def2-TZVPD.

Computed properties:
orbital gap	8.99	eV
energy above the lowest of the compared OMol25 structures with the same formula, charge and spin	0.00	kJ/mol
structure (SMILES)	CC[C@H](C)[NH+]1CCN(C(=O)c2cccs2)CC1
E_HOMO	-12.331	eV
LUMO	-3.3439	eV
net charge	+1

Structure (XYZ):
```
38
Properties=species:S:1:pos:R:3:forces:R:3
C -3.765367 -2.281235 0.663068 0.2 0.1 0.0
C -2.427370 -1.547013 0.727459 -0.2 0.2 0.0
C -2.398247 -0.308116 -0.175271 -0.4 -0.5 0.0
C -2.652879 -0.694925 -1.626729 0.0 0.2 0.1
N -1.069208 0.389526 -0.109235 0.1 -0.3 -0.3
C -0.435134 0.456695 1.232577 0.4 0.1 0.6
C 0.817164 1.375966 1.186361 -0.1 -0.1 0.3
N 1.321011 1.445774 -0.167243 0.3 -0.1 -0.3
C 1.803338 0.199293 -0.650477 -0.5 0.4 -0.1
O 1.088110 -0.507231 -1.361669 0.4 -0.2 -0.2
C 3.129744 -0.131426 -0.250390 0.8 -0.6 0.1
C 4.068980 0.665089 0.382613 -0.5 -0.2 -0.3
C 5.284547 0.006878 0.568452 0.2 -0.2 0.1
C 5.266891 -1.274638 0.081426 -0.3 0.0 -0.1
S 3.779605 -1.703540 -0.620121 0.0 0.5 0.2
C 0.361696 2.116762 -1.034148 0.0 0.1 -0.2
C -1.087549 1.761757 -0.661530 0.1 0.5 -0.4
H -3.797486 -3.037925 1.441607 0.0 -0.1 0.0
H -3.905828 -2.781316 -0.289513 -0.1 -0.1 -0.1
H -4.591295 -1.593531 0.826150 -0.2 0.0 0.0
H -1.629927 -2.231856 0.431628 0.1 0.0 0.0
H -2.268395 -1.254148 1.765483 0.1 0.0 0.0
H -3.155748 0.404506 0.170612 0.1 0.0 0.0
H -3.645163 -1.122541 -1.723043 -0.1 0.0 0.0
H -2.607673 0.155165 -2.301217 0.0 0.0 -0.1
H -1.926325 -1.436101 -1.953340 0.1 -0.1 0.0
H -0.398237 -0.148671 -0.744524 -0.3 0.3 0.4
H -0.134753 -0.549020 1.525942 -0.1 0.0 -0.1
H -1.162946 0.838785 1.951585 0.0 -0.1 -0.1
H 1.588015 0.979782 1.847298 -0.1 0.0 0.0
H 0.577321 2.390853 1.509489 0.0 -0.1 0.0
H 3.875831 1.681988 0.671235 -0.1 0.2 0.0
H 6.144528 0.449703 1.036307 0.2 0.1 0.1
H 6.068695 -1.987109 0.100463 0.2 -0.1 0.0
H 0.576356 1.826856 -2.063973 -0.1 0.1 0.1
H 0.523296 3.193749 -0.940473 -0.1 -0.1 0.0
H -1.491955 2.437278 0.095738 0.0 -0.1 0.0
H -1.723653 1.813923 -1.542613 0.0 -0.1 0.1
```
Positions in Å, forces in eV/Å.

Results of the Löwdin charge analysis, in e, for atoms 1 through 2: C -0.08; C -0.21


[5]
Below is a single C13H21N3O molecule, with properties calculated with ωB97M-V/def2-TZVPD.

Computed properties:
orbital gap	8.77	eV
energy above the lowest of the compared OMol25 structures with the same formula, charge and spin	166.25	kJ/mol
structure (SMILES)	CC(C)CCn1nc2c(cc1=O)CCNCC2
E_HOMO	-8.502	eV
LUMO	0.2698	eV
net charge	0

Structure (XYZ):
```
38
Properties=species:S:1:pos:R:3:forces:R:3
C 4.043240 0.139217 -0.560398 -0.6 0.2 0.1
C 2.954390 0.518206 0.473038 0.1 0.1 -0.6
C 3.296058 1.893461 1.108085 -1.0 -0.2 -0.7
C 2.740270 -0.598672 1.513228 0.0 -0.3 -0.4
C 1.395056 -0.563702 2.260446 0.6 -0.2 0.5
N 0.269636 -0.811461 1.377338 -2.1 0.4 -1.2
N -0.534782 0.273094 1.048609 -0.9 -0.7 -1.0
C -1.569125 0.151273 0.191686 2.2 -1.7 2.0
C -1.865471 -1.158958 -0.423048 0.7 -1.2 1.1
C -1.110847 -2.249721 -0.050198 -0.2 1.7 0.4
C -0.021136 -2.119430 0.948666 -0.2 0.7 -1.8
O 0.671155 -3.073243 1.215667 0.7 -0.5 1.0
C -3.042460 -1.382351 -1.323085 -0.2 0.2 -0.3
C -3.080254 -0.377798 -2.465266 -1.1 1.2 0.5
N -3.603001 0.956657 -2.052519 -0.9 -0.8 -1.5
C -2.791203 1.849758 -1.261292 0.1 -1.1 0.3
C -2.532076 1.288729 0.145266 1.4 0.9 -0.4
H 4.277233 0.980912 -1.220248 -0.2 0.0 0.0
H 4.963386 -0.097099 -0.058395 0.5 -0.3 0.3
H 3.734660 -0.709781 -1.187029 0.1 0.2 0.3
H 2.028784 0.612700 -0.114184 0.0 0.2 0.2
H 4.186869 1.888757 1.707675 0.6 -0.3 0.3
H 3.446307 2.649532 0.323209 -0.1 -0.2 0.1
H 2.478438 2.256610 1.735821 0.0 -0.1 0.0
H 2.841025 -1.621823 1.074849 0.0 0.8 0.1
H 3.558817 -0.478478 2.216207 0.1 -0.2 0.5
H 1.391377 -1.354709 3.031012 0.0 0.2 -0.4
H 1.253419 0.376861 2.799766 -0.2 0.0 -0.4
H -1.254982 -3.255909 -0.473041 0.0 0.6 0.4
H -3.018623 -2.377884 -1.768499 0.2 -0.2 0.3
H -3.974257 -1.320089 -0.736471 0.2 0.0 -0.2
H -3.673831 -0.761976 -3.303512 -0.2 0.2 0.3
H -2.089187 -0.279064 -2.874085 0.6 0.3 -0.1
H -4.606408 0.916933 -1.784892 1.3 0.0 -0.1
H -1.818746 2.022295 -1.791519 -0.8 0.1 0.5
H -3.342303 2.773403 -1.140971 0.1 0.4 -0.2
H -3.416363 0.951069 0.626630 -1.3 -0.3 0.1
H -2.185063 2.092683 0.791456 0.4 0.0 0.1
```
Positions in Å, forces in eV/Å.

Results of the Löwdin charge analysis, in e, for atoms 1 through 2: C -0.08; C -0.42


[6]
Below is 2 unconnected molecules or ions with the total composition C13H21N3OP, with properties calculated with ωB97M-V/def2-TZVPD.

Computed properties:
orbital gap	5.56	eV
E_HOMO	-10.447	eV
LUMO	-4.8887	eV
net charge	+1

Structure (XYZ):
```
39
Properties=species:S:1:pos:R:3:forces:R:3
C 2.993217 -2.154937 0.086064 -0.2 -1.1 -0.6
C 2.608562 -1.611349 -1.381244 -0.2 0.7 0.9
C 2.038748 -0.074865 -1.374035 -0.7 -0.5 -1.4
C 2.510265 0.569447 -2.787296 0.1 -0.7 0.8
C 0.439319 -0.210626 -1.248115 -2.4 0.0 0.9
C -0.110061 -0.873537 0.052346 -3.5 1.1 -2.8
C -1.636817 -1.058012 0.177293 3.3 0.9 -1.6
N -2.580591 -0.638716 -0.864714 4.2 -0.4 0.8
P -4.319023 -0.994806 -0.521033 -3.0 0.9 0.0
N -4.460999 -2.731745 -0.849740 1.6 1.4 0.1
O -4.547008 -0.689721 1.169431 1.0 -2.0 -2.2
C -2.124911 0.022217 -2.073514 3.6 -0.4 1.1
C -0.589822 0.263531 -2.312323 -1.6 -1.8 3.2
H 3.788530 -2.978237 -0.051814 -1.2 1.3 0.3
H 2.080613 -2.700206 0.546801 1.6 1.1 -0.5
H 3.429434 -1.362840 0.785182 -0.8 -1.0 -1.0
H 3.556151 -1.606818 -2.017788 -1.5 -0.1 0.7
H 1.767119 -2.248579 -1.856579 1.7 0.8 0.6
H 2.440026 0.542837 -0.500274 -0.7 -0.9 -1.1
H 3.665186 0.609627 -2.730186 -2.0 0.2 -0.2
H 2.235928 -0.187419 -3.613882 0.4 1.4 1.1
H 2.071664 1.608633 -2.980676 0.7 -1.5 0.2
H 0.572397 -1.217310 0.894628 -1.1 0.5 -1.4
H -2.039218 -1.560421 1.129393 0.3 1.0 -1.9
H -5.329081 -2.948712 -1.364721 0.6 0.4 0.4
H -3.640189 -2.984864 -1.437225 -0.9 -0.2 0.6
H -4.816421 -1.517459 1.634159 0.3 0.6 -0.3
H -2.870876 0.365342 -2.876468 1.0 -0.7 1.7
H -0.225277 0.783424 -3.259496 -0.8 -0.9 1.5
N 0.043091 1.773315 2.449055 0.0 0.0 -0.1
C -0.823359 2.546806 3.175585 -0.1 0.1 0.1
C -0.132056 3.641964 3.632423 -0.3 -0.1 0.0
C 1.199040 3.528959 3.159915 0.2 -0.1 -0.2
C 1.277569 2.368248 2.430528 0.1 0.0 0.0
H -0.190902 0.903213 1.997976 0.0 0.3 0.1
H -1.853557 2.250881 3.305432 0.1 0.1 0.0
H -0.539582 4.437348 4.238721 0.0 -0.1 -0.1
H 2.009882 4.220929 3.333853 -0.1 -0.1 0.0
H 2.103011 1.914455 1.902339 0.0 0.1 0.1
```
Positions in Å, forces in eV/Å.

Results of the Löwdin charge analysis, in e, for atoms 1 through 2: C -0.12; C -0.21